Record 1
Computed, not measured: a molecular structure, C4H10P2 in a non-equilibrium geometry, with the ωB97M-V functional and the def2-TZVPD basis.

Structure (ORCA input):
```
! RIJCOSX wB97M-V def2-TZVPD def2/J DEFGRID3
* xyz 0 1
P -1.146 -0.847 0.126
P 1.476 -0.473 1.141
C -2.609 -0.855 0.976
C -1.292 0.865 -0.650
C 1.792 -0.982 -0.722
C 1.871 1.124 1.008
H -0.227 1.178 -0.510
H -1.379 0.784 -1.816
H -2.050 1.562 -0.123
H 1.888 1.773 1.755
H 1.597 -2.069 -0.791
H -3.314 -0.129 0.723
H -2.959 -1.892 1.272
H 2.862 -0.850 -1.020
H 1.188 -0.538 -1.407
H 2.300 1.349 0.039
*
```

Results
**Frontier orbital gap**: 8.1 eV
**Highest occupied orbital energy**: -8.561 eV

Löwdin atomic charge list, values in e, 8 entries: number 1, P, carries 0.7790; number 2, P, carries 0.7455; number 3, C, carries -0.3487; number 4, C, carries -0.3766; number 5, C, carries -0.3985; number 6, C, carries -0.3730; number 7, H, carries -0.0379; number 8, H, carries 0.0612

=====

Record 2
Computed, not measured: a molecular structure, C5H15CrMnN5O14S in a non-equilibrium geometry, with the ωB97M-V functional and the def2-TZVPD basis.

Structure (ORCA input):
```
! RIJCOSX wB97M-V def2-TZVPD def2/J DEFGRID3
* xyz 2 10
Mn 0.724 -1.311 -2.765
Cr -0.654 -3.195 1.826
S -0.254 -2.111 -0.438
O -0.717 0.102 -3.829
O -2.465 0.272 2.749
O -1.017 -0.299 -5.939
O 0.612 0.700 5.576
O 1.686 2.351 -2.751
O -0.873 -1.271 -1.458
O -2.481 -1.751 2.144
O -0.153 -1.538 0.895
O 1.172 0.533 -1.774
O 0.372 2.712 4.752
O -0.927 -3.382 -0.114
O 1.945 -2.695 1.775
O 1.057 -2.263 -0.961
O 3.960 -3.312 2.154
N 3.141 -2.585 1.679
N 0.503 1.504 4.672
N -2.985 -0.672 2.110
N 1.282 1.761 -1.834
N -1.027 0.469 -4.950
C -4.306 -0.463 1.334
C -1.092 1.891 -5.096
C 3.723 -1.595 0.727
C 0.564 0.976 3.294
C 0.589 2.565 -0.811
H 0.372 -0.097 3.329
H -5.109 -0.334 2.060
H -4.397 -1.263 0.600
H 1.596 1.129 2.980
H -0.121 1.587 2.706
H 3.587 -2.017 -0.269
H -0.941 2.399 -4.144
H 0.701 3.640 -0.949
H 4.741 -1.368 1.042
H -4.111 0.481 0.824
H 3.125 -0.711 0.949
H 1.094 2.336 0.127
H -0.339 2.228 -5.809
H -2.085 2.108 -5.489
H -0.493 2.492 -0.924
*
```

Results
**Frontier orbital gap (alpha / beta)**: 7.8 / 7.8 eV
**Highest occupied orbital energy (alpha / beta)**: -15.285 / -15.285 eV

Löwdin atomic charge list, values in e, 8 entries: number 1, Mn, carries 1.2173; number 2, Cr, carries 1.1911; number 3, S, carries 0.2838; number 4, O, carries -0.0412; number 5, O, carries 0.0895; number 6, O, carries 0.1462; number 7, O, carries 0.0870; number 8, O, carries 0.1942

=====

Record 3
Computed, not measured: 2 unconnected molecules or ions with the total composition C18H18N2 in a non-equilibrium geometry, with the ωB97M-V functional and the def2-TZVPD basis.

Structure (ORCA input):
```
! RIJCOSX wB97M-V def2-TZVPD def2/J DEFGRID3
* xyz 0 1
N -1.437 1.112 3.689
N 0.392 -2.852 -0.695
C 0.059 -2.537 -3.188
C -1.401 2.365 0.343
C 3.438 -0.850 0.062
C -1.738 1.984 1.642
C -0.772 1.499 2.536
C 1.417 -2.460 0.158
C 0.564 1.422 2.174
C 0.466 -1.751 -4.247
C 1.821 -1.556 -1.850
C 2.216 -0.772 -2.927
C -3.023 1.822 2.269
C -0.065 2.302 -0.017
C 0.723 -2.431 -1.975
C -2.768 1.388 3.532
C 2.291 -1.645 -0.477
C 0.879 1.789 0.861
C 1.533 -0.853 -4.119
C -4.397 1.840 1.671
H 3.323 0.208 -0.168
H 3.111 -0.164 -2.874
H 1.942 1.698 0.674
H 0.270 2.757 -0.944
H -4.652 0.883 1.246
H -1.043 1.136 4.616
H -0.067 -3.741 -0.565
H 1.342 1.081 2.841
H 1.437 -2.785 1.184
H -0.713 -3.294 -3.319
H 3.605 -1.173 1.079
H -5.141 2.116 2.409
H 1.684 -0.167 -4.941
H -2.173 2.680 -0.348
H -4.514 2.663 0.964
H 4.359 -1.115 -0.481
H -3.444 1.108 4.330
H -0.059 -1.809 -5.190
*
```

Results
**Frontier orbital gap**: 8.6 eV
**Highest occupied orbital energy**: -7.678 eV
**SMILES**: Cc1c[nH]c2ccccc12.Cc1c[nH]c2ccccc12

Löwdin atomic charge list, values in e, 8 entries: number 1, N, carries 0.0646; number 2, N, carries 0.0722; number 3, C, carries -0.0322; number 4, C, carries -0.0189; number 5, C, carries -0.0477; number 6, C, carries -0.1454; number 7, C, carries -0.2134; number 8, C, carries -0.0662

=====

Record 4
Computed, not measured: a molecular structure, C38H71N11OSSi2Sr, with the ωB97M-V functional and the def2-TZVPD basis.

Structure (ORCA input):
```
! RIJCOSX wB97M-V def2-TZVPD def2/J DEFGRID3
* xyz 0 1
Sr 0.077 0.177 0.662
S 2.805 -1.384 -1.494
Si -1.994 -1.056 2.658
Si 1.321 -2.425 2.107
O 1.828 -0.270 -1.238
N -0.172 1.879 2.868
N -2.003 -0.007 -1.225
N 0.522 2.275 -1.586
N -1.933 -3.983 0.133
N -2.663 -2.252 -1.208
N 1.528 3.424 0.978
N -0.416 -2.318 -0.620
N -1.823 2.659 0.401
N 2.718 0.761 1.470
N -4.200 -0.656 -1.843
N -2.910 3.070 1.199
C 0.232 -4.530 3.729
C 5.500 -1.728 -4.251
C 0.724 2.953 3.290
C 5.150 -1.578 -2.912
C -2.448 -0.185 4.329
C 3.418 1.789 0.712
C 2.961 3.176 1.143
C -3.531 4.371 0.903
C -4.737 4.471 1.830
C -3.822 -1.450 2.113
C -5.345 -1.253 -1.160
C 5.797 -2.356 -1.953
C -1.579 -2.820 -0.526
C -0.084 -3.296 3.135
C 2.706 -2.197 3.437
C 4.084 -0.597 -2.509
C -1.387 -2.778 3.330
C 1.405 3.445 -1.512
C 0.191 -0.986 -3.615
C 1.325 -0.940 -6.156
C 2.059 -4.000 1.206
C -1.955 -4.745 4.675
C -2.286 -3.525 4.109
C 1.928 -1.665 -5.137
C 0.161 -0.229 -5.904
C 1.375 -1.685 -3.859
C 6.476 -2.639 -4.627
C -2.532 5.477 1.230
C 1.240 4.217 -0.208
C -0.405 -0.261 -4.637
C -4.479 0.697 -2.276
C -2.902 -0.906 -1.396
C 7.108 -3.418 -3.668
C 0.931 3.980 2.187
C 6.767 -3.273 -2.331
C 2.037 -2.449 -2.755
C -0.676 -5.255 4.482
C -3.991 4.502 -0.552
H 3.595 -0.129 -3.364
H 0.369 3.483 4.182
H -2.780 -3.897 0.680
H -0.955 2.997 0.799
H -1.565 -0.064 4.968
H -0.264 -1.042 -2.634
H -2.681 -5.290 5.268
H -3.285 -3.134 4.286
H -3.183 -0.750 4.914
H 7.257 -3.875 -1.577
H -3.868 -2.013 1.180
H 7.865 -4.134 -3.961
H -3.703 1.048 -2.956
H 1.873 5.121 -0.248
H -4.444 5.481 -0.721
H 5.005 -1.121 -5.001
H -5.125 -2.246 -0.780
H 1.230 -4.941 3.599
H 4.512 1.749 0.819
H -0.313 0.335 -6.699
H -3.003 6.456 1.130
H -1.676 5.453 0.551
H -4.559 1.400 -1.435
H 5.539 -2.249 -0.906
H 4.476 0.187 -1.857
H 0.221 -2.769 0.037
H -4.397 -2.002 2.865
H 2.756 -3.743 0.398
H -0.389 -6.204 4.922
H -4.736 3.742 -0.796
H 3.660 -1.944 2.955
H 2.448 3.143 -1.634
H 1.201 4.144 -2.327
H 6.743 -2.741 -5.671
H -4.351 -0.505 1.930
H -1.853 2.975 -0.564
H -3.158 4.413 -1.255
H -1.330 0.271 -4.441
H -2.171 5.367 2.254
H -5.252 5.422 1.689
H 1.761 -0.939 -7.148
H 3.229 3.307 2.197
H -5.430 0.703 -2.807
H 2.819 -3.125 -3.107
H -2.438 0.908 -1.217
H 2.831 -2.231 -5.335
H -1.184 -4.340 0.712
H 0.204 4.559 -0.152
H -0.136 2.342 -2.352
H -3.603 2.330 1.185
H 2.874 -3.101 4.033
H 2.946 -0.186 1.172
H -4.422 4.391 2.872
H 1.529 4.814 2.587
H 1.683 2.503 3.561
H 2.467 -1.386 4.135
H -5.451 3.669 1.626
H 1.314 -3.018 -2.175
H -0.167 1.123 3.546
H -1.144 2.187 2.846
H -6.174 -1.330 -1.862
H -5.659 -0.645 -0.303
H 2.953 0.798 2.456
H 2.616 -4.627 1.912
H 3.539 3.930 0.591
H -2.865 0.815 4.155
H 3.188 1.633 -0.342
H -3.384 -2.887 -1.492
H 1.050 1.424 -1.755
H 1.290 -4.648 0.773
H -0.043 4.412 1.932
*
```

Results
**Frontier orbital gap**: 5.2 eV
**Highest occupied orbital energy**: -5.010 eV

Löwdin atomic charge list, values in e, 8 entries: number 1, Sr, carries 0.9470; number 2, S, carries 0.9649; number 3, Si, carries 0.5004; number 4, Si, carries 0.5068; number 5, O, carries -0.6604; number 6, N, carries -0.0476; number 7, N, carries 0.1026; number 8, N, carries 0.0170

=====

Record 5
Computed, not measured: a molecular structure, C7H11O2Si in a non-equilibrium geometry, with the ωB97M-V functional and the def2-TZVPD basis.

Structure (ORCA input):
```
! RIJCOSX wB97M-V def2-TZVPD def2/J DEFGRID3
* xyz -1 1
Si -0.300 0.339 -0.045
O 1.366 1.589 -0.152
O 3.419 0.622 -0.010
C -1.528 -1.051 -0.165
C 1.328 -0.619 0.131
C -0.892 1.247 1.549
C 1.789 -2.082 -0.542
C 1.678 -1.932 0.770
C 2.203 0.631 -0.019
C -1.051 1.435 -1.690
H -1.137 -1.868 0.469
H -0.423 2.275 -1.451
H 1.989 -2.255 1.725
H -1.876 -1.537 -1.105
H -1.002 0.400 2.243
H -1.836 1.903 1.455
H -0.859 0.812 -2.664
H -2.523 -0.703 0.419
H 0.132 1.733 1.996
H -2.163 1.676 -1.433
H 1.687 -2.615 -1.483
*
```

Results
**Frontier orbital gap**: 8.0 eV
**Highest occupied orbital energy**: -4.239 eV

Löwdin atomic charge list, values in e, 8 entries: number 1, Si, carries 0.4343; number 2, O, carries -0.1205; number 3, O, carries 0.0024; number 4, C, carries -0.2613; number 5, C, carries -0.2813; number 6, C, carries -0.2019; number 7, C, carries 0.0604; number 8, C, carries -0.0707

=====

Record 6
Computed, not measured: a single C5H6NP molecule in a non-equilibrium geometry, with the ωB97M-V functional and the def2-TZVPD basis.

Structure (ORCA input):
```
! RIJCOSX wB97M-V def2-TZVPD def2/J DEFGRID3
* xyz 0 1
P -0.123 -1.515 -0.528
N 0.242 1.011 0.490
C -1.697 -0.842 -0.429
C 0.708 -0.105 0.022
C -2.023 0.427 0.062
C 2.546 -0.367 -0.064
C -1.076 1.325 0.513
H -3.003 0.640 0.133
H 2.817 -1.056 0.735
H 2.554 -0.793 -1.126
H 3.011 0.594 0.068
H -1.428 2.349 0.763
H -2.527 -1.667 -0.640
*
```

Results
**Frontier orbital gap**: 8.9 eV
**Highest occupied orbital energy**: -8.908 eV
**SMILES**: Cc1ncccp1

Löwdin atomic charge list, values in e, 8 entries: number 1, P, carries 0.9494; number 2, N, carries 0.0081; number 3, C, carries -0.4001; number 4, C, carries -0.5315; number 5, C, carries -0.1709; number 6, C, carries -0.0567; number 7, C, carries -0.1474; number 8, H, carries 0.0517